# 1
The following is a DFT calculation (ωB97M-V with the def2-TZVPD basis set) of a 2-piece molecular cluster, C3H8S3 overall in a non-equilibrium geometry.

Its energy above the lowest of the compared OMol25 structures with the same formula, charge and spin is 81.3 kcal per mole. The net charge is 0. As for the HOMO energy (alpha / beta): -0.2653 / -0.2784 Eh. Its total energy is -35742.6088 eV. The calculation puts the orbital gap (alpha / beta) at 7.733 / 7.688 eV.

Each line ends with the Mulliken charge.
Positions of all 14 atoms, in Å:
1 C -1.53689 -0.20129 -0.70199  -0.756
2 C -0.68389 0.67779 0.17858  -0.454
3 C 1.78224 0.19460 0.31728  -0.011
4 S 2.27743 1.39049 -0.95903  -0.133
5 S 2.09589 -1.49866 -0.12244  -0.185
6 S 2.20732 0.45348 2.00028  -0.176
7 H -1.55127 0.16387 -1.71616  0.281
8 H -2.42615 -0.44237 -0.28081  0.365
9 H -0.98262 -1.30955 -0.77367  0.131
10 H -0.37031 1.62680 -0.24519  0.263
11 H -0.70445 0.55750 1.24880  0.341
12 H 2.06740 2.37186 -0.16288  0.108
13 H 1.68528 -1.38642 -1.43364  0.106
14 H 1.62375 -0.63781 2.42242  0.119



# 2
The following is a DFT calculation (ωB97M-V with the def2-TZVPD basis set) of the molecule C3H8SSi in a non-equilibrium geometry.

Its energy above the lowest of the compared OMol25 structures with the same formula, charge and spin is 17.3 kcal per mole. The net charge is 0. As for the HOMO energy: -0.3275 Eh. Its total energy is -21952.8886 eV. The calculation puts the orbital gap at 9.783 eV.

Each line ends with the Mulliken charge.
Positions of all 13 atoms, in Å:
1 C 0.93503 0.27185 0.54812  -0.730
2 C -0.11149 0.70015 -0.80895  -0.933
3 C 0.20119 -0.58353 1.53290  -0.515
4 Si -1.04839 -0.92003 -1.11027  0.439
5 S -0.41474 -2.06445 0.56955  -0.237
6 H 1.78427 -0.22452 -0.00255  0.309
7 H 1.28404 1.22957 0.83178  0.413
8 H -0.47481 1.62815 -0.37288  0.425
9 H 0.48878 0.95697 -1.58305  0.439
10 H 0.98184 -0.95086 2.22413  0.318
11 H -0.58550 -0.02548 1.93008  0.360
12 H -2.47950 -0.82563 -1.17716  -0.155
13 H -0.74107 -1.99924 -2.19043  -0.132



# 3
The following is a DFT calculation (ωB97M-V with the def2-TZVPD basis set) of the molecule C3H8Si2 in a non-equilibrium geometry.

Its energy above the lowest of the compared OMol25 structures with the same formula, charge and spin is 80.2 kcal per mole. The net charge is 0. As for the HOMO energy: -0.2689 Eh. Its total energy is -18990.7405 eV. The calculation puts the orbital gap at 7.693 eV.

Each line ends with the Mulliken charge.
Positions of all 13 atoms, in Å:
1 C -0.35050 -0.16707 -0.47369  -0.315
2 C 1.00240 -0.44983 0.18634  -0.338
3 C -1.11568 1.02135 0.17697  -0.718
4 Si 2.76326 -0.09813 -0.07363  0.168
5 Si -2.26692 -0.44370 -0.05187  0.401
6 H -0.24690 -0.16853 -1.53696  0.405
7 H 0.73950 -0.69216 1.34974  0.131
8 H -0.91339 0.97960 1.21902  0.313
9 H -0.87846 1.93415 -0.49445  0.306
10 H 3.29061 -0.01873 1.24067  -0.087
11 H 3.59053 -0.16454 -1.27512  -0.073
12 H -3.01243 -0.50048 -1.30733  -0.095
13 H -2.60203 -1.23193 1.04030  -0.101



# 4
The following is a DFT calculation (ωB97M-V with the def2-TZVPD basis set) of C3H9AsClNOPS as an isolated structure in a non-equilibrium geometry.

The net charge is -1. As for the HOMO energy: -0.1462 Eh. Its total energy is -100277.1931 eV. The calculation puts the orbital gap at 7.095 eV.

Each line ends with the Mulliken charge.
Positions of all 18 atoms, in Å:
1 C -0.71704 -1.92258 0.48136  -0.832
2 C -0.01223 -0.76073 -0.38933  -0.663
3 As 0.39467 0.94323 0.62014  -0.111
4 N -1.07889 0.73548 1.83585  -0.680
5 C -2.21232 0.98409 1.24777  0.321
6 S -3.53648 0.68564 0.23334  -0.308
7 P 2.05252 1.41916 -0.95616  0.030
8 O 1.59788 0.75807 -2.50119  -0.487
9 Cl 3.78311 0.30758 -0.39114  -0.302
10 H -0.56221 -1.82948 1.61165  0.268
11 H -0.38439 -2.94148 0.06529  0.296
12 H -1.86257 -1.82598 0.30270  0.165
13 H 1.00375 -1.18397 -0.74476  0.352
14 H -0.61605 -0.51170 -1.33206  0.243
15 H 1.41121 0.23196 1.57740  0.124
16 H 0.70178 2.30808 1.33355  0.191
17 H -0.59286 1.73210 -0.33759  0.078
18 H 0.63012 0.87054 -2.65683  0.316



# 5
The following is a DFT calculation (ωB97M-V with the def2-TZVPD basis set) of C3H9BIInO5P as an isolated structure in a non-equilibrium geometry.

The net charge is -1. As for the HOMO energy: -0.1510 Eh. Its total energy is -36738.6635 eV. The calculation puts the orbital gap at 6.999 eV.

Each line ends with the Mulliken charge.
Positions of all 21 atoms, in Å:
1 C -0.16305 3.12153 0.72301  -0.500
2 C 0.41550 2.29302 -0.16047  -0.510
3 In 0.55545 0.07714 0.00016  0.452
4 I 3.05979 -0.58024 -1.15543  -0.502
5 B -1.13356 -0.98360 -1.11958  0.451
6 O -1.60405 -2.18324 -0.62642  -0.490
7 O -1.73166 -0.47107 -2.25494  -0.471
8 C -0.84665 -0.53307 -3.37361  -0.641
9 P 0.64148 -0.79831 2.38386  0.554
10 O 0.99865 -2.24696 2.32673  -0.725
11 O -0.76963 -0.70905 3.20931  -0.504
12 O 1.82881 -0.05619 3.23977  -0.504
13 H 0.42343 3.93206 1.15812  0.200
14 H -1.18221 3.00187 1.07433  0.245
15 H 0.87711 2.74785 -1.03740  0.273
16 H -0.85882 -2.60775 -0.17521  0.289
17 H -0.27682 0.39462 -3.44677  0.229
18 H -0.18009 -1.38989 -3.32580  0.284
19 H -1.46311 -0.60716 -4.26536  0.243
20 H -1.03905 -1.62765 3.37328  0.318
21 H 2.44851 -0.77391 3.45240  0.308



# 6
The following is a DFT calculation (ωB97M-V with the def2-TZVPD basis set) of the molecule C3H9BN2O in a non-equilibrium geometry.

Its energy above the lowest of the compared OMol25 structures with the same formula, charge and spin is 0.3 kcal per mole. The net charge is 0. As for the HOMO energy: -0.3509 Eh. Its total energy is -8959.3873 eV. The calculation puts the orbital gap at 9.807 eV.

Each line ends with the Mulliken charge.
Positions of all 16 atoms, in Å:
1 B -0.72760 0.27299 0.01903  -0.112
2 C 0.78649 0.43587 0.05155  0.709
3 C -1.67768 0.60896 -1.24603  -1.118
4 C -1.30779 -0.28079 1.32459  -0.897
5 N 2.94519 -0.60018 -0.27275  -0.705
6 N 1.54525 -0.76838 0.16525  -0.094
7 O 1.50132 1.49605 -0.16597  -0.692
8 H -2.70161 0.71284 -0.92227  0.356
9 H -1.87251 -0.37467 -1.67832  0.393
10 H -1.39672 1.34838 -1.90593  0.371
11 H -2.28168 -0.66367 1.08179  0.289
12 H -1.62741 0.62535 2.01017  0.278
13 H -0.65800 -1.05274 1.70543  0.375
14 H 3.01796 0.33748 -0.57039  0.328
15 H 3.45722 -0.54317 0.57962  0.254
16 H 0.99756 -1.55431 -0.17577  0.264



# 7
The following is a DFT calculation (ωB97M-V with the def2-TZVPD basis set) of C3H9BNO2Zr as an isolated structure in a non-equilibrium geometry.

Its energy above the lowest of the compared OMol25 structures with the same formula, charge and spin is 20.9 kcal per mole. The net charge is +3. As for the HOMO energy: -0.7382 Eh. Its total energy is -10758.8350 eV. The calculation puts the orbital gap at 4.675 eV.

Each line ends with the Mulliken charge.
Positions of all 17 atoms, in Å:
1 N 0.37152 0.88972 2.12014  -0.133
2 B 0.22550 -0.45085 1.57798  -0.005
3 C -1.16105 -0.43798 0.62000  -0.654
4 C -0.81701 -0.56061 -0.90501  -0.329
5 C 0.39708 0.20871 -1.40784  0.406
6 O 1.09319 -0.30688 -2.30683  -0.619
7 O 0.73291 1.41020 -0.96887  -0.400
8 H 1.03206 1.50933 1.62420  0.333
9 H -0.50559 1.42758 2.20736  0.366
10 H 0.10472 -1.24206 2.53409  0.324
11 H 1.25138 -0.72272 1.00303  -0.027
12 H -1.82694 0.42510 0.77785  0.359
13 H -1.76864 -1.31654 0.89264  0.387
14 H -1.70917 -0.22566 -1.47737  0.384
15 H -0.67731 -1.62734 -1.13429  0.382
16 H 0.45472 2.12495 -1.58304  0.437
17 Zr 2.80262 -1.10495 -3.57405  1.788



# 8
The following is a DFT calculation (ωB97M-V with the def2-TZVPD basis set) of a 4-piece molecular cluster, C3H9BO2 overall in a non-equilibrium geometry.

Its energy above the lowest of the compared OMol25 structures with the same formula, charge and spin is 54.7 kcal per mole. The net charge is 0. As for the HOMO energy: -0.3570 Eh. Its total energy is -8027.7658 eV. The calculation puts the orbital gap at 10.341 eV.

Each line ends with the Mulliken charge.
Positions of all 15 atoms, in Å:
1 B 1.34210 1.68119 0.02286  0.364
2 C 1.54318 1.60239 1.51503  -0.696
3 C -1.64377 1.00283 -1.55097  -0.572
4 C -1.28224 -0.44375 -1.31846  0.084
5 O 1.10038 1.87147 -1.11799  -0.551
6 O -0.77312 -0.73587 -0.26400  -0.454
7 H 1.15642 2.57994 1.94521  0.276
8 H 2.61265 1.28472 1.84843  0.265
9 H 0.91724 0.85363 2.07898  0.285
10 H -1.84200 1.25624 -2.59628  0.298
11 H -2.54884 1.17472 -0.91857  0.246
12 H -0.81215 1.58215 -1.17111  0.077
13 H 1.66655 -2.46658 -0.23028  0.127
14 H -1.27951 -1.12817 -2.16251  0.381
15 H 1.62933 -1.89642 -0.85226  -0.130



# 9
The following is a DFT calculation (ωB97M-V with the def2-TZVPD basis set) of a 2-piece molecular cluster, C3H9BrN overall in a non-equilibrium geometry.

The spin multiplicity is 3. Its energy above the lowest of the compared OMol25 structures with the same formula, charge and spin is 17.4 kcal per mole. The net charge is +1. As for the HOMO energy (alpha / beta): -0.3307 / -0.5313 Eh. Its total energy is -74777.0684 eV. The calculation puts the orbital gap (alpha / beta) at 4.903 / 8.441 eV.

Each line ends with the Mulliken spin population.
Positions of all 14 atoms, in Å:
1 C 1.76433 0.63523 0.36039  1.026
2 C 1.08950 -1.63346 1.42108  -0.021
3 C 0.85934 -0.14272 0.90179  0.813
4 N -2.08967 0.92393 -1.69102  0.013
5 Br -0.94093 0.39367 1.39733  0.066
6 H 1.80343 1.64432 -0.09364  0.009
7 H -1.54284 1.57794 -2.20788  -0.007
8 H 2.69162 0.11670 0.01553  0.016
9 H 1.28031 -1.66022 2.53533  0.053
10 H 1.97751 -1.97973 0.93633  0.002
11 H 0.17450 -2.19934 1.08682  0.022
12 H -2.27338 0.00204 -2.17383  -0.001
13 H -1.73259 0.99726 -0.74253  0.009
14 H -3.06115 1.32439 -1.74569  0.000



# 10
The following is a DFT calculation (ωB97M-V with the def2-TZVPD basis set) of an isolated ion of composition C3H9BrNO and charge +1 in a non-equilibrium geometry.

Its energy above the lowest of the compared OMol25 structures with the same formula, charge and spin is 15.1 kcal per mole. The net charge is +1. As for the HOMO energy: -0.5494 Eh. Its total energy is -76828.8660 eV. The calculation puts the orbital gap at 11.061 eV.

Each line ends with the Mulliken charge.
Positions of all 15 atoms, in Å:
1 C 0.54915 1.25533 0.71335  -1.414
2 C -1.16309 -0.23510 -0.53364  -0.479
3 C -0.09128 -0.23569 0.48431  0.115
4 N 1.12306 -0.94297 0.05320  -0.243
5 O -0.54246 0.05314 -1.75407  -0.570
6 Br -0.66428 -1.13654 2.27938  -0.028
7 H 1.17971 1.11294 1.51012  0.521
8 H 0.97496 1.56841 -0.17579  0.488
9 H -0.35347 1.92215 1.00162  0.349
10 H -1.80906 -1.19736 -0.66482  0.323
11 H -1.90170 0.45938 -0.21754  0.456
12 H 2.03258 -0.49123 0.27800  0.342
13 H 0.87935 -1.97811 0.18604  0.460
14 H 0.86819 -0.84087 -0.92690  0.333
15 H -1.08166 0.68654 -2.23325  0.347



# 11
The following is a DFT calculation (ωB97M-V with the def2-TZVPD basis set) of a 2-piece molecular cluster, C3H9ClN3 overall in a non-equilibrium geometry.

Its energy above the lowest of the compared OMol25 structures with the same formula, charge and spin is 84.9 kcal per mole. The net charge is +1. As for the HOMO energy: -0.5475 Eh. Its total energy is -20239.8408 eV. The calculation puts the orbital gap at 9.400 eV.

Each line ends with the Mulliken charge.
Positions of all 16 atoms, in Å:
1 C -1.22533 -0.87166 -0.35741  0.666
2 C -2.19027 -0.38925 0.61304  -1.210
3 C 0.38709 1.16461 0.24489  -0.538
4 N -1.42603 -1.62334 -1.27095  -0.387
5 N 0.32274 -0.20647 -0.04797  0.628
6 N 1.29564 -0.93065 -0.08367  -0.596
7 Cl 3.74515 1.25654 -0.30398  -0.291
8 H -2.85102 0.46325 0.32577  0.306
9 H -3.02160 -1.10265 0.79148  0.339
10 H -1.68800 -0.18568 1.47044  0.414
11 H 0.25114 1.78697 -0.64001  0.378
12 H -0.31059 1.41453 1.03393  0.263
13 H 1.41785 1.50405 0.42415  0.171
14 H -0.75208 -1.93851 -1.93343  0.271
15 H 4.95656 1.64152 0.08181  0.291
16 H 1.08874 -1.98325 -0.34809  0.295



# 12
The following is a DFT calculation (ωB97M-V with the def2-TZVPD basis set) of a 2-piece molecular cluster, C3H9FNO overall in a non-equilibrium geometry.

Its energy above the lowest of the compared OMol25 structures with the same formula, charge and spin is 139.1 kcal per mole. The net charge is +1. As for the HOMO energy: -0.5505 Eh. Its total energy is -9498.4911 eV. The calculation puts the orbital gap at 9.491 eV.

Each line ends with the Mulliken charge.
Positions of all 15 atoms, in Å:
1 C -0.29286 -1.32405 0.36725  -0.923
2 C -1.34216 0.56650 -0.93790  -0.874
3 C 1.33781 0.99524 0.64057  0.029
4 N -0.71707 0.06500 0.24896  -0.206
5 O 2.16302 -0.03518 0.43707  -0.032
6 F 2.41140 -0.38530 -0.88865  -0.042
7 H 0.20452 -1.56213 1.24668  0.422
8 H -1.14383 -2.12626 0.52248  0.332
9 H 0.42884 -1.72558 -0.47750  0.315
10 H -1.17172 1.66804 -1.08416  0.284
11 H -0.71256 0.25406 -1.72980  0.367
12 H -2.30005 0.15592 -0.89313  0.405
13 H 1.08807 1.76490 -0.17393  0.296
14 H 1.23027 1.41411 1.61907  0.340
15 H -1.18369 0.27473 1.10298  0.286